1.
Below is a molecular structure, C35H40BN15O4W, with properties calculated with the ωB97M-V functional and the def2-TZVPD basis.

```
96
Properties=species:S:1:pos:R:3:forces:R:3
W -0.108 -0.040 0.174 -0.3 0.5 -0.7
C 0.409 2.251 -3.444 0.0 0.0 0.0
C 1.271 2.900 -2.363 0.1 0.0 0.0
C 1.829 4.220 -2.904 0.0 0.0 0.0
C 0.549 3.126 -1.049 0.0 0.0 0.0
C 0.154 4.399 -0.636 0.0 0.0 0.0
C -0.406 4.244 0.611 0.0 -0.1 0.0
N -0.370 2.949 0.924 -0.1 0.0 -0.2
N 0.207 2.223 -0.078 0.2 0.0 0.2
B -0.646 2.327 2.293 0.0 0.0 0.0
N 0.592 1.531 2.690 0.0 -0.1 0.0
C 1.327 1.717 3.787 -0.1 0.0 0.0
C 2.083 0.592 4.005 0.0 0.0 0.0
C 1.741 -0.300 2.990 0.0 0.1 0.0
N 0.842 0.294 2.155 0.2 -0.1 0.2
C 2.256 -1.706 2.946 0.0 -0.1 0.0
C 3.768 -1.714 2.712 0.0 0.0 0.0
C 1.894 -2.439 4.243 0.0 0.0 0.0
N -1.858 1.392 2.180 0.0 -0.1 0.0
C -3.041 1.600 2.763 0.0 0.0 0.0
C -3.953 0.734 2.218 0.0 0.0 0.0
C -3.264 -0.013 1.257 0.0 0.0 0.1
N -1.964 0.394 1.245 -0.3 0.1 0.1
C -4.030 -1.108 0.529 0.0 0.0 0.0
C -3.348 -2.095 -0.419 0.1 0.0 0.0
C -5.233 -0.483 -0.198 0.0 0.0 0.0
H 0.964 2.211 -4.381 0.0 0.0 0.0
H -0.493 2.837 -3.626 0.0 0.0 0.0
H 0.118 1.236 -3.193 0.0 -0.1 0.0
H 2.135 2.266 -2.171 -0.1 0.1 0.0
H 1.033 4.899 -3.214 0.0 0.0 0.0
H 2.436 4.016 -3.786 0.0 0.0 0.0
H 2.456 4.729 -2.173 0.0 0.0 0.0
H 0.298 5.321 -1.166 0.0 0.0 0.0
H -0.796 4.963 1.312 0.0 0.0 0.0
H -0.881 3.174 3.094 0.0 0.1 0.0
H 1.228 2.627 4.354 0.0 0.0 0.0
H 2.768 0.412 4.813 0.0 0.0 0.0
H 1.776 -2.224 2.131 0.1 0.0 0.0
H 4.294 -1.261 3.553 0.0 0.0 0.0
H 4.035 -1.154 1.814 0.0 0.0 0.0
H 4.132 -2.736 2.605 0.0 0.0 0.0
H 2.359 -1.979 5.115 0.0 0.0 0.0
H 2.239 -3.471 4.192 0.0 0.0 0.0
H 0.814 -2.445 4.405 0.0 0.0 0.0
H -3.145 2.362 3.517 0.0 0.0 0.0
H -4.989 0.630 2.484 0.0 0.0 0.0
H -4.436 -1.698 1.357 0.0 0.0 0.0
H -3.523 -1.821 -1.459 0.0 0.0 0.0
H -3.798 -3.079 -0.289 0.0 0.0 0.0
H -2.281 -2.213 -0.267 -0.1 0.0 0.0
H -4.896 0.139 -1.029 0.0 0.0 0.0
H -5.854 0.125 0.457 0.0 0.0 0.0
H -5.857 -1.275 -0.612 0.0 0.0 0.0
N 2.843 -4.002 -0.859 0.0 0.0 0.0
C 2.983 -2.698 -0.574 -0.2 -0.2 -0.1
N 1.875 -2.260 -0.015 0.5 -0.1 -0.1
C 1.093 -3.364 0.035 0.1 0.1 0.0
N 1.641 -4.447 -0.466 -0.1 0.0 0.0
C -0.122 -3.319 0.840 -0.2 0.2 0.1
C -0.710 -4.494 1.300 0.0 0.0 0.0
N -1.625 -4.504 2.255 0.0 0.1 0.0
C -1.907 -3.331 2.812 0.0 0.0 0.0
C -1.375 -2.145 2.338 0.1 0.0 -0.1
N -0.534 -2.111 1.293 0.3 -0.3 0.0
H 3.502 -4.638 -1.283 0.0 0.0 0.0
H 3.875 -2.134 -0.795 0.0 0.0 0.0
H -0.398 -5.445 0.886 0.0 0.0 0.0
H -2.590 -3.322 3.652 0.0 0.0 0.0
H -1.641 -1.213 2.807 0.0 0.0 0.0
O -3.201 -1.002 -4.904 0.0 -0.1 0.0
C -3.540 0.164 -4.374 0.0 0.1 0.1
O -4.370 0.887 -4.841 0.0 0.0 0.0
C -2.834 0.576 -3.116 0.1 -0.1 0.0
C -3.071 1.768 -2.455 0.0 0.0 0.1
N -2.277 1.805 -1.374 0.1 -0.1 0.0
N -1.524 0.699 -1.295 -0.2 -0.1 -0.4
C -1.860 -0.052 -2.339 0.0 0.2 0.1
C -1.103 -1.314 -2.381 0.0 -0.1 -0.1
O -1.183 -2.134 -3.261 0.0 0.1 0.1
O -0.305 -1.402 -1.332 0.1 0.1 0.3
H -2.500 -1.480 -4.418 0.0 0.0 0.0
H -3.753 2.566 -2.700 0.0 0.0 0.0
H -2.180 2.541 -0.687 0.0 0.0 0.0
N 6.719 0.996 -3.230 0.0 0.0 0.0
C 5.693 0.841 -2.741 0.1 0.0 0.0
C 4.412 0.639 -2.129 -0.2 0.0 0.1
C 4.171 1.080 -0.829 0.0 0.0 -0.1
C 2.920 0.878 -0.285 -0.1 0.0 0.0
N 1.928 0.261 -0.947 -0.1 -0.3 0.3
C 2.176 -0.190 -2.185 -0.1 0.0 0.1
C 3.389 -0.008 -2.818 0.1 0.1 0.0
H 4.941 1.581 -0.260 0.0 0.0 0.0
H 2.691 1.232 0.713 0.0 0.0 0.0
H 1.380 -0.725 -2.679 0.0 0.0 0.0
H 3.536 -0.368 -3.827 0.0 0.0 0.0
```
Forces are in eV/Å.

Properties
E_LUMO (alpha / beta) = -0.2259 / -0.2550 hartree
Charge = +2
<S²> = 2.013
2S+1 = 3
Highest occupied orbital energy (alpha / beta) = -14.38 / -14.85 eV
Gap between HOMO and LUMO (alpha / beta) = 8.23 / 7.91 eV

2.
Below is a gas-phase ion, C5H14NO (charge +2) in a non-equilibrium geometry, with properties calculated with the ωB97M-V functional and the def2-TZVPD basis.

```
21
Properties=species:S:1:pos:R:3:forces:R:3
C 0.750 0.519 1.986 -0.1 0.0 0.4
O 0.128 -0.114 3.073 1.9 0.3 -0.9
C 0.361 0.005 0.620 -2.7 -0.3 -1.1
C 0.210 1.006 -0.518 1.1 0.7 -0.5
C -0.439 0.472 -1.795 -1.6 -2.0 0.4
C 0.147 -0.865 -2.351 1.1 0.9 1.3
N -1.020 -0.684 0.721 0.5 -0.8 1.0
H 0.277 1.567 2.186 0.2 0.0 -0.3
H 1.843 0.622 2.084 -0.3 0.2 0.2
H 0.886 -0.171 3.710 -0.7 -0.1 0.9
H 1.065 -0.781 0.329 0.0 -0.1 0.3
H 1.244 1.285 -0.761 -0.2 0.5 0.1
H -0.373 1.858 -0.169 0.3 0.3 0.0
H -0.587 1.213 -2.571 0.7 0.4 0.1
H -1.493 0.234 -1.585 -0.1 0.3 0.2
H 0.806 -0.533 -3.166 -0.5 -1.1 -0.2
H -0.592 -1.670 -2.478 0.2 0.6 -0.9
H 0.833 -1.309 -1.587 -0.1 0.2 -0.5
H -1.161 -1.299 -0.087 0.1 0.0 -0.1
H -1.022 -1.255 1.575 -0.4 -0.4 -0.3
H -1.865 -0.101 0.785 0.4 0.4 -0.2
```
Forces are in eV/Å.

Properties
E_LUMO (alpha / beta) = -0.3002 / -0.5479 hartree
Charge = +2
<S²> = 0.755
2S+1 = 2
Highest occupied orbital energy (alpha / beta) = -19.16 / -19.15 eV
Gap between HOMO and LUMO (alpha / beta) = 10.99 / 4.24 eV

3.
Below is a molecular structure, H9LiO5 in a non-equilibrium geometry, with properties calculated with the ωB97M-V functional and the def2-TZVPD basis.

```
15
Properties=species:S:1:pos:R:3:forces:R:3
Li -0.455 0.319 0.632 0.8 -0.4 1.1
O 0.423 -0.238 2.346 -1.9 0.8 0.9
H -0.110 -0.095 3.202 1.4 -0.3 -2.0
O 0.831 1.710 -0.078 0.5 0.8 -3.5
H 1.319 1.929 -0.976 -1.3 -0.9 3.0
H 1.488 1.686 0.608 0.7 -0.2 0.7
O 2.171 -0.876 -1.416 0.0 -0.3 -0.5
H 2.578 -1.359 -2.198 -1.6 0.4 1.9
H 1.338 -1.244 -0.996 1.6 0.0 -1.4
O -2.104 1.228 0.060 3.0 -0.2 -1.9
H -2.904 1.236 0.489 -2.9 0.2 1.4
H -2.116 1.817 -0.710 -0.2 -0.2 0.5
O -0.529 -1.741 -0.347 -0.4 2.6 -1.3
H -1.441 -1.787 -0.609 -0.9 0.7 -0.7
H -0.489 -2.583 -0.006 1.2 -3.0 1.9
```
Forces are in eV/Å.

Properties
E_LUMO = -0.0098 hartree
Highest occupied orbital energy = -6.98 eV
Gap between HOMO and LUMO = 6.71 eV

4.
Below is 2 unconnected molecules or ions with the total composition C2H10N2S2 in a non-equilibrium geometry, with properties calculated with the ωB97M-V functional and the def2-TZVPD basis.

```
16
Properties=species:S:1:pos:R:3:forces:R:3
C 2.448 1.425 -2.415 -0.1 -0.2 -0.7
S 3.464 0.116 -1.683 1.7 0.7 -1.6
S 2.029 -0.283 0.060 -1.4 -0.3 1.9
H 1.584 0.929 -2.861 -0.2 0.3 -0.1
H 2.098 2.229 -1.773 0.0 -0.2 0.7
H 2.993 1.948 -3.205 0.1 -0.3 -0.1
H 1.629 -1.460 -0.426 0.0 0.0 -0.1
N -1.119 -0.896 2.240 0.2 -0.2 0.0
C -2.258 -0.681 1.392 -0.8 0.3 0.1
N -2.045 0.314 0.334 0.0 0.0 0.2
H -1.063 -0.343 3.079 -0.2 0.1 0.0
H -0.952 -1.864 2.445 0.2 -0.1 0.0
H -3.153 -0.390 1.969 0.2 0.2 0.0
H -2.552 -1.613 0.915 0.2 -0.3 0.0
H -1.133 0.739 0.478 0.1 -0.1 0.0
H -1.970 -0.170 -0.548 0.2 0.0 -0.2
```
Forces are in eV/Å.

Properties
E_LUMO (alpha / beta) = 0.1303 / 0.1264 hartree
Charge = -1
<S²> = 0.754
2S+1 = 2
Highest occupied orbital energy (alpha / beta) = -0.26 / -3.19 eV
Gap between HOMO and LUMO (alpha / beta) = 3.80 / 6.63 eV

5.
Below is a gas-phase ion, C4H10NO2 (charge +1) in a non-equilibrium geometry, with properties calculated with the ωB97M-V functional and the def2-TZVPD basis.

```
17
Properties=species:S:1:pos:R:3:forces:R:3
C -0.950 1.076 0.967 0.2 1.1 -0.4
C -0.224 0.447 -0.231 0.0 0.9 1.4
N 0.622 1.537 -0.919 -0.7 -0.4 -0.4
C 0.711 -0.667 0.207 0.2 -0.7 0.2
C 0.155 -1.984 -0.302 -0.7 0.7 0.8
O 0.045 -2.253 -1.457 0.4 -0.3 -0.4
O -0.394 -2.695 0.712 1.1 0.5 -0.5
H -1.619 1.888 0.655 0.0 -0.2 -0.2
H -1.580 0.388 1.524 0.3 -0.3 -0.1
H -0.229 1.560 1.627 0.0 -0.3 0.3
H -1.003 0.175 -0.937 0.5 -0.3 -0.5
H 1.104 1.128 -1.716 -0.1 -0.1 -0.4
H -0.025 2.253 -1.244 0.2 0.3 -0.2
H 1.359 1.981 -0.375 -0.2 0.0 0.6
H 1.746 -0.536 -0.119 -0.2 -0.1 -0.4
H 0.788 -0.739 1.287 -0.2 0.3 0.2
H -0.506 -3.559 0.321 -0.7 -1.0 0.0
```
Forces are in eV/Å.

Properties
E_LUMO = -0.1374 hartree
Charge = +1
Highest occupied orbital energy = -14.55 eV
Gap between HOMO and LUMO = 10.82 eV

6.
Below is C13H22N2O3 in the gas phase, with properties calculated with the ωB97M-V functional and the def2-TZVPD basis.

```
40
Properties=species:S:1:pos:R:3:forces:R:3
C -4.866 -1.768 -1.181 0.2 0.5 0.1
C -4.256 -0.495 -0.600 -0.3 -0.4 0.3
O -3.278 -0.052 -1.511 0.2 0.1 -0.2
C -3.674 -0.776 0.799 -0.2 0.3 -0.3
C -3.321 0.495 1.590 0.0 -0.2 -0.2
C -2.103 1.172 1.010 0.0 -0.2 0.4
O -2.133 2.001 0.113 0.0 0.3 -0.3
N -0.929 0.775 1.544 0.7 -0.3 0.1
N 0.265 1.337 1.090 -0.4 0.5 -0.2
C 1.357 0.568 0.791 0.0 -0.3 0.3
C 1.491 -0.722 1.166 -0.5 0.1 0.1
C 2.701 -1.485 0.945 0.3 0.1 -0.1
O 2.798 -2.658 1.254 0.0 0.0 0.0
C 3.862 -0.724 0.332 0.0 -0.1 -0.1
C 3.421 0.379 -0.632 0.1 0.1 0.0
C 4.641 1.172 -1.105 -0.2 -0.1 0.1
C 2.714 -0.230 -1.844 0.1 0.0 0.2
C 2.467 1.318 0.121 0.1 -0.1 -0.1
H -5.689 -2.116 -0.564 -0.1 -0.1 0.1
H -4.106 -2.543 -1.243 0.1 -0.1 0.0
H -5.231 -1.566 -2.184 -0.1 0.0 -0.1
H -5.048 0.268 -0.502 0.1 -0.1 0.0
H -2.954 0.817 -1.233 0.0 0.0 0.0
H -4.416 -1.337 1.369 0.0 0.0 0.0
H -2.786 -1.402 0.683 0.0 -0.1 0.0
H -3.138 0.235 2.634 0.0 0.1 0.0
H -4.158 1.193 1.542 0.1 0.0 0.1
H -0.853 0.127 2.313 -0.1 0.2 0.0
H 0.054 2.130 0.489 0.0 -0.2 0.1
H 0.680 -1.268 1.625 -0.1 0.0 0.1
H 4.424 -0.283 1.162 0.1 0.0 0.0
H 4.519 -1.439 -0.166 0.0 0.0 0.0
H 5.330 0.521 -1.638 0.1 -0.1 -0.1
H 4.339 1.972 -1.777 0.0 0.1 -0.1
H 5.170 1.612 -0.263 0.1 0.1 0.1
H 3.387 -0.901 -2.372 0.1 -0.1 -0.1
H 1.838 -0.797 -1.541 -0.1 -0.1 -0.1
H 2.399 0.550 -2.535 0.0 0.1 -0.1
H 3.029 1.863 0.887 0.0 0.1 0.0
H 2.052 2.058 -0.567 0.0 0.1 0.0
```
Forces are in eV/Å.

Properties
E_LUMO = 0.0208 hartree
Highest occupied orbital energy = -8.67 eV
Gap between HOMO and LUMO = 9.24 eV

In the order shown, the computed relative energy (zero: lowest compared OMol25 entry of this formula, charge and spin) values come out to 85.9; 282.8; 52.5; 35.6; 71.2; 182.7 kJ/mol.